# 1
Below is a structure of composition C36H44AlN3P, with properties calculated with the ωB97M-V functional and the def2-TZVPD basis.

## Properties
* energy relative to the best compared isomer or geometry (same formula, charge and spin): 0.000 eV
* spin multiplicity: 1
* total charge: -1
* energy: -2146.15326 Ha
* strongest force on any atom: 4.19 eV Å⁻¹

The geometry in XYZ format:
```
85
Properties=species:S:1:pos:R:3:forces:R:3:mulliken_charge:R:1
P -2.396311 -0.122170 1.139390 -0.2 0.0 0.5 2.355
Al -0.048727 -0.219896 0.380263 2.8 -0.9 1.3 -1.852
N 0.409518 -0.975351 -2.958017 -0.1 -0.1 0.4 0.958
N 1.175434 -2.995183 3.693980 -0.3 -0.5 -0.2 -0.520
N 0.459507 -2.337656 -1.300460 0.9 0.4 3.4 -0.062
C 0.950349 -3.035501 -2.332496 -1.6 0.8 -0.7 -1.473
C 0.262346 -1.055438 -1.534190 -0.7 -1.2 -1.5 0.039
C -0.935006 2.106813 -4.542301 0.4 0.0 -0.3 -1.212
C 0.746104 1.791828 0.702592 0.6 -0.9 0.1 3.053
C 1.448594 1.186728 1.856743 1.3 0.6 -0.7 -0.043
C -1.764124 -1.039538 3.738511 0.3 -0.1 -0.3 0.130
C 2.693321 -0.204191 -4.520188 0.6 0.0 -0.3 -1.702
C -3.129349 -0.799868 5.711471 0.3 -0.1 -0.3 -0.588
C -1.948079 -1.243553 5.105097 -0.5 0.3 0.0 -0.911
C -0.274566 2.869245 0.931004 0.1 0.5 0.0 -1.705
C -0.906098 -4.528258 2.487702 0.5 0.5 -0.1 -0.701
C -0.014914 3.627661 -6.341853 -0.1 0.2 -0.2 -1.548
C 0.629653 -4.045249 4.312395 -0.2 -0.3 -0.8 -0.493
C 2.742338 0.825930 1.454562 -1.5 0.7 0.4 -0.415
C 0.316683 0.184832 -3.758741 0.1 0.5 -0.7 0.458
C -4.111294 -0.183201 4.934056 -0.1 0.1 -0.2 -0.571
C -0.425114 -4.812164 3.779746 0.7 0.3 0.4 -0.487
C -3.375613 1.387465 0.734801 -0.5 0.1 -0.1 -1.634
C -3.228459 -1.576486 0.394117 -0.4 0.1 -0.2 -1.248
C 0.112854 2.449190 -5.413970 -0.1 -0.5 0.3 0.891
C 2.941450 1.250722 0.105231 -1.3 0.7 0.1 1.007
C 0.768287 -2.243747 -3.432717 0.7 0.0 0.3 -0.317
C 1.719124 2.781929 -1.537323 -0.1 0.1 -0.6 -1.661
C 4.224286 1.121686 -0.628421 0.3 0.0 -0.3 -2.164
C 0.692908 -2.640582 2.467406 -0.6 0.1 -0.9 -1.150
C -2.720001 -0.388877 2.946996 -0.1 0.2 0.3 0.218
C 1.256359 1.638193 -5.442306 -0.2 0.3 0.0 -1.002
C 1.107017 -1.304398 1.985011 -1.3 -2.1 -3.4 0.197
C 3.683455 0.077497 2.321013 0.6 0.1 0.4 -1.253
C -3.908476 0.040600 3.566414 0.3 -0.1 0.0 -0.968
C 1.395790 0.536438 -4.593400 -0.6 0.2 0.2 0.826
C -1.987958 0.532402 -2.872904 -0.5 0.2 0.3 -1.122
C -0.853696 0.963115 -3.743166 0.4 -0.1 -0.1 1.208
C 0.912351 1.027572 3.232968 0.1 0.3 0.9 -0.954
C 1.790931 1.915153 -0.338716 0.5 -1.0 0.9 0.155
C -0.310029 -3.464280 1.789386 -0.1 -0.1 1.1 -0.209
H 2.071811 1.893981 -6.137460 -0.3 -0.1 0.4 0.283
H -2.877059 -2.481455 0.910784 0.0 0.4 -0.1 0.311
H -4.662232 0.562586 2.978405 0.0 -0.1 0.2 0.248
H 2.628505 -1.230327 -4.897192 0.0 0.2 0.2 0.428
H -0.841330 -1.372006 3.270848 -0.1 0.2 0.1 0.337
H 0.692425 3.105851 -1.749028 0.1 -0.1 0.0 0.224
H 0.224235 3.793750 1.269738 -0.2 -0.1 -0.1 0.326
H -0.601858 -3.151484 0.772287 0.3 -0.4 0.6 0.710
H -1.719119 -5.150015 2.066438 0.5 0.4 0.1 0.339
H 2.088965 2.263941 -2.434796 -0.1 0.2 0.0 0.180
H -4.453807 1.262507 0.913568 0.2 0.0 -0.1 0.569
H 4.587652 -0.200390 1.771862 0.1 0.0 0.1 0.392
H 3.972312 0.716697 3.166469 0.2 -0.1 0.0 0.262
H -3.268944 -0.934275 6.787261 -0.1 0.0 -0.4 0.353
H 3.425801 0.321965 -5.137589 0.0 0.0 0.0 0.388
H 1.431488 1.714483 3.917210 -0.2 0.3 0.0 0.312
H -0.773913 -5.626082 4.398955 -0.3 -0.1 -0.2 0.378
H 1.076127 -0.003692 3.600676 0.0 0.6 -0.3 0.513
H -2.909297 1.051227 -3.150664 0.0 0.0 0.0 0.540
H 1.929019 -1.486495 1.199125 -0.6 0.3 1.1 0.592
H -1.781988 0.774947 -1.820680 0.0 -0.1 -0.2 -0.296
H -0.543639 4.461457 -5.852919 0.2 -0.2 -0.2 0.364
H 1.278759 -4.032339 -2.111895 0.0 -0.4 -0.7 0.513
H 1.088749 -4.310220 5.276664 -0.4 0.1 -0.3 0.375
H 4.881393 1.976615 -0.405910 0.0 -0.2 -0.1 0.306
H 3.234158 -0.834592 2.743787 0.0 0.3 -0.2 0.263
H -1.830485 2.744024 -4.516830 0.3 -0.4 0.1 0.315
H -0.594239 3.353798 -7.241723 0.2 0.1 0.3 0.286
H -0.840391 3.105995 0.020379 0.0 0.0 0.1 0.336
H -3.235948 1.672813 -0.319147 0.0 -0.2 0.3 0.306
H -5.048081 0.137266 5.396504 0.3 0.0 -0.1 0.370
H -4.320125 -1.498872 0.503075 0.2 0.0 0.0 0.489
H 3.097375 -0.231332 -3.498629 -0.3 -0.1 -0.2 0.220
H -3.028721 2.230546 1.349901 0.0 -0.4 -0.2 0.377
H -2.974195 -1.666119 -0.671470 0.0 0.1 0.3 0.241
H -1.171280 -1.734014 5.691746 -0.2 0.1 -0.2 0.470
H -0.985681 2.587542 1.715382 0.1 0.1 -0.1 0.271
H 0.847690 -2.543453 -4.462546 0.1 0.6 -0.2 0.675
H 4.759555 0.209724 -0.335468 -0.1 0.2 -0.1 0.367
H 4.061789 1.096555 -1.713989 0.1 0.0 0.1 0.350
H 0.973428 3.983583 -6.676490 -0.4 -0.1 0.1 0.368
H -0.163048 1.221554 3.291305 0.0 0.1 0.0 0.180
H 2.335596 3.692360 -1.418054 -0.2 -0.2 0.0 0.289
H -2.162309 -0.548050 -2.939551 0.1 0.2 0.1 0.347
```
Positions in Å, forces in eV/Å.

---

# 2
Below is a cluster of 5 separate species, C36H44BF34O4Si in total, with properties calculated with the ωB97M-V functional and the def2-TZVPD basis.

## Properties
* energy relative to the best compared isomer or geometry (same formula, charge and spin): 0.000 eV
* spin multiplicity: 1
* total charge: -1
* energy: -5409.03894 Ha
* strongest force on any atom: 0.57 eV Å⁻¹

The geometry in XYZ format:
```
120
Properties=species:S:1:pos:R:3:forces:R:3:mulliken_charge:R:1
Si 0.260584 -0.156281 0.623131 0.2 -0.2 0.0 0.057
F -1.016694 7.505110 -3.505148 0.0 0.0 0.0 -0.287
F -10.726225 -1.443923 1.327284 0.0 0.0 0.0 -0.213
F 10.467886 3.608679 4.195324 0.0 0.0 0.0 -0.250
F 4.503637 0.569521 0.605255 -0.1 -0.1 -0.2 -0.416
F -6.622151 -7.723717 -0.609335 0.0 0.0 0.0 -0.288
F -5.341849 -6.341606 -4.299856 0.0 0.0 0.0 -0.219
F 3.415799 -1.341954 0.542067 0.0 0.2 -0.1 -0.361
F 8.537484 5.324505 3.424107 0.0 0.0 0.0 -0.295
F 10.063603 7.264213 2.299748 0.0 0.0 0.0 -0.267
F 11.106292 1.516366 4.135230 0.0 0.0 0.0 -0.263
F -11.846667 -0.597633 3.008260 0.0 0.0 0.0 -0.264
F -3.268433 6.070267 -2.558248 0.0 0.0 0.0 -0.213
F 10.485429 2.400597 1.663068 0.0 0.0 0.0 -0.295
F -0.974146 4.796203 -3.503225 0.0 0.0 0.0 -0.238
F -7.644991 -7.116002 -3.059338 0.0 0.0 0.0 -0.304
F -8.557631 -3.328167 0.572101 0.0 0.0 0.0 -0.272
F 7.658197 6.229425 1.653479 -0.1 0.1 0.1 -0.317
F -9.294976 -1.133346 3.753696 0.0 0.0 0.0 -0.286
F -6.553247 -3.869019 1.289478 0.0 -0.1 0.0 -0.303
F -8.030380 -0.704099 1.407365 0.0 0.0 0.0 -0.255
F -5.610208 -3.735500 -3.284699 0.0 0.0 0.0 -0.177
F -0.204914 3.028869 -2.464107 0.0 0.0 0.0 -0.206
F -1.337048 4.735111 -0.722169 0.0 0.0 0.0 -0.293
F -6.638946 -1.558245 -0.051669 -0.1 0.0 -0.1 -0.217
F -1.714002 9.195192 -2.329416 0.1 0.1 -0.1 -0.314
F -3.691855 7.919870 -3.651815 0.0 0.0 0.0 -0.263
F -8.938989 -6.563050 -1.403014 -0.1 -0.1 0.0 -0.317
F 11.010461 5.307349 2.041940 0.0 0.0 0.0 -0.223
F -4.410388 -4.747343 -5.477245 0.0 0.0 0.0 -0.264
F -6.551931 -3.189088 -5.195805 0.0 0.0 0.0 -0.348
F -10.772738 -2.427911 4.683051 0.0 0.0 0.1 -0.313
F -5.475186 -6.109328 -1.548983 0.0 0.0 0.0 -0.213
F 0.850772 4.548762 -0.537805 0.0 0.0 0.1 -0.317
F 9.107932 0.888442 2.479914 0.1 -0.1 0.0 -0.328
O -7.861614 -4.957584 -2.443006 0.4 0.1 0.1 -0.279
O -1.136417 7.365524 -1.260117 -0.3 -0.4 0.0 -0.393
O 8.488336 4.202247 1.469845 0.5 0.0 0.0 -0.385
O -9.522974 -3.271849 3.086007 -0.1 0.1 -0.5 -0.405
C 9.026735 -2.022430 0.590079 -0.4 -0.4 -0.2 -1.563
C -0.161685 5.058857 -1.294226 0.0 0.0 -0.1 1.090
C 2.668673 0.429097 -0.869842 0.1 0.0 -0.1 -1.174
C -3.226017 -2.382722 1.261007 0.0 0.0 -0.1 -0.782
C -0.027325 4.351373 -2.646976 0.0 0.0 0.0 0.061
C 8.252051 3.001857 2.185731 -0.4 -0.1 -0.1 -0.587
C -6.362192 -4.202731 -4.295916 0.0 0.0 0.1 0.987
C -6.660688 -6.428884 -1.001621 0.0 0.1 0.1 0.678
C -0.170222 1.658530 0.839753 0.1 0.0 0.1 -1.028
C -1.311069 -1.182682 0.347771 -0.2 0.0 0.0 0.416
C -1.704288 7.838396 -2.400846 0.1 0.1 0.0 0.814
C 9.963098 6.067143 1.672480 0.0 0.0 0.0 0.200
C 1.034451 -0.764262 2.217656 -0.1 -0.2 -0.1 -1.185
C 0.041070 6.579263 -1.269125 0.3 0.3 0.1 -0.888
C 9.499106 2.188111 2.557319 -0.1 0.1 -0.1 0.955
C -8.123017 -3.336942 2.901813 0.2 -0.2 0.3 -1.021
C -3.647821 -2.725882 -0.019961 0.1 0.0 0.0 -0.379
C -2.075223 -1.620687 1.438279 0.0 0.0 -0.2 -0.259
C -2.906306 -2.306924 -1.119632 0.0 0.1 0.2 -0.797
C -5.588618 -5.269476 -5.078167 0.0 0.1 0.0 -0.017
C -7.779570 -6.254427 -2.035708 -0.2 0.1 0.0 0.740
C -10.148603 -2.140174 3.513280 0.0 -0.1 0.2 0.826
C 7.546199 -1.752499 0.267468 0.3 0.1 0.3 0.792
C -7.764546 -4.577399 -3.798952 -0.4 0.1 -0.1 -0.801
C -7.058718 -1.625023 1.225075 0.1 0.0 0.0 0.049
C 10.047690 2.342837 3.977928 0.0 0.0 0.0 0.060
C 7.363183 -0.312643 -0.244629 0.3 0.1 -0.3 0.327
C -3.174812 7.409930 -2.509605 0.0 0.0 0.0 0.180
C -11.253147 -1.716166 2.534555 0.0 0.0 0.0 0.186
C 6.385914 -0.102142 -1.420778 -0.3 0.1 0.2 -1.444
C -1.754568 -1.547109 -0.931603 -0.1 0.0 0.1 -0.095
C 6.696721 -2.001375 1.515043 0.0 0.0 0.0 -1.177
C 3.895293 -0.328662 -0.324829 -0.1 -0.1 0.2 0.630
C -7.615952 -3.026439 1.488017 -0.1 0.0 -0.1 1.187
C 1.351459 -0.369969 -0.884986 -0.1 0.1 -0.1 -0.472
C 8.643775 5.398915 2.084779 -0.2 0.0 -0.1 0.793
B 4.963670 -0.922009 -1.434557 0.1 0.0 -0.1 0.534
H 0.748902 2.239308 0.714605 -0.1 0.0 0.0 0.215
H -8.335379 -3.652534 -3.864306 0.0 0.0 0.0 0.375
H 5.699046 -1.576181 1.413223 0.0 -0.1 -0.1 0.100
H 6.135793 0.970443 -1.440610 0.2 0.0 -0.1 0.229
H -6.850383 -5.788695 -0.138996 0.0 0.0 0.0 -0.180
H 7.178967 -1.520278 2.377465 -0.1 0.0 0.0 0.282
H 0.509065 6.778405 -0.306857 0.0 0.0 0.0 0.408
H -6.217364 -1.408023 1.888843 0.0 0.0 0.0 0.265
H 7.261946 -2.458178 -0.516272 -0.2 0.1 0.0 0.236
H -6.154140 -5.584161 -5.959481 0.0 0.0 0.0 0.294
H 1.154949 -1.850133 2.157437 0.1 0.1 0.0 0.330
H -1.186749 -1.237864 -1.802674 0.0 0.0 0.0 0.269
H -7.876155 -4.385199 3.062033 0.0 0.0 0.0 0.460
H 2.919250 0.715412 -1.893461 0.0 0.0 0.1 0.268
H 0.735774 6.895102 -2.047149 -0.1 -0.1 -0.1 0.337
H 7.078360 0.336974 0.592755 -0.1 -0.2 0.0 -0.395
H 0.752370 -0.022880 -1.737903 0.0 0.0 0.0 0.504
H -1.763355 -1.373951 2.448189 0.0 0.0 0.0 0.234
H 2.025558 -0.334857 2.362681 0.0 0.0 0.0 0.334
H 2.558840 1.358669 -0.300368 0.0 -0.1 0.1 0.019
H -3.227915 -2.571187 -2.120155 0.0 0.0 0.0 0.475
H 7.615669 3.166530 3.054938 0.1 0.0 0.1 0.361
H -8.232482 -5.304434 -4.463173 0.1 -0.1 0.0 0.331
H 9.384452 -1.347378 1.369768 0.1 0.0 -0.1 0.148
H -0.532489 1.851762 1.854338 -0.1 0.0 -0.1 0.437
H 9.151887 -3.058443 0.929134 0.1 0.1 0.1 0.428
H 1.540674 -1.433133 -1.055133 0.1 0.0 0.0 0.505
H 9.283034 2.082914 4.713966 0.0 0.0 0.0 0.303
H 0.962317 4.524637 -3.077189 0.0 0.0 0.0 0.279
H -0.906865 2.016302 0.118204 0.0 0.0 0.0 0.264
H 8.357268 0.040515 -0.563438 -0.1 0.1 0.1 0.655
H 4.447309 -0.770490 -2.546321 0.0 0.0 0.1 -0.292
H 5.104095 -2.125377 -1.256152 0.0 0.0 0.1 -0.257
H 9.980717 6.218833 0.592268 0.0 0.0 0.0 0.243
H -3.784166 -2.722300 2.128833 0.0 0.0 0.0 0.453
H -3.736620 7.788147 -1.653948 0.0 0.0 0.0 0.244
H 0.399405 -0.541396 3.080058 0.1 0.1 0.0 0.428
H 7.704827 2.366592 1.489808 0.0 0.0 0.0 0.255
H 6.599586 -3.066706 1.746184 0.0 0.0 0.0 0.327
H -4.540841 -3.323007 -0.158284 0.0 0.0 0.0 0.477
H 6.924872 -0.288255 -2.359026 0.0 -0.1 0.0 0.302
H 9.630023 -1.905461 -0.313959 0.1 0.1 0.1 0.432
H -7.583105 -2.752756 3.646914 0.0 0.1 -0.1 0.346
H -11.993461 -2.512551 2.441789 0.0 0.0 0.0 0.245
```
Positions in Å, forces in eV/Å.